ORCA calculation (ωB97M-V/def2-TZVPD) on a 2-piece molecular cluster, C4H3Br2O2 overall in a non-equilibrium geometry.

Calculated values
Energy in eV: -148374.93007
Net charge: -1
HOMO energy in eV: -3.3
Kohn-Sham gap in eV: 6.392
Relative energy (zero: lowest compared OMol25 entry of this formula, charge and spin) in kJ/mol: 201.2
LUMO energy in eV: 3.113

Last columns: bonded neighbours and bond lengths (Å).
Element x y z (Å)
1 Br 2.82 -1.46 -1.48  C5 2.098
2 Br -0.34 -2.10 -1.86  C5 1.907
3 O -0.72 2.41 0.26  C8 1.191
4 O 1.39 -0.31 0.78  C6 1.170
5 C 0.87 -0.68 -1.46  Br1 2.098, Br2 1.907, C6 1.584, H10 1.052
6 C 0.60 -0.03 -0.04  O4 1.170, C5 1.584
7 C -1.40 0.47 1.52  C8 1.288, H9 1.193, H11 1.020
8 C -0.84 1.34 0.75  O3 1.191, C7 1.288
9 H -2.24 0.86 2.26  C7 1.193
10 H 0.94 0.01 -2.25  C5 1.052
11 H -1.07 -0.50 1.52  C7 1.020